Record 1
{
  "formula": "C33H47Br2I2N6O10",
  "method": "ωB97M-V with the def2-TZVPD basis set",
  "orbital_gap_ev": 5.7,
  "charge": -1,
  "total_energy_ev": -220686.1581,
  "elements": ["C", "C", "I", "C", "I", "C", "C", "Br", "C", "O", "C", "C", "C", "C", "O", "O", "C", "Br", "C", "C", "C", "O", "N", "C", "C", "C", "C", "O", "H", "H", "H", "H", "H", "H", "H", "H", "H", "H", "H", "H", "C", "O", "N", "C", "C", "H", "H", "H", "H", "H", "H", "H", "C", "O", "N", "C", "C", "H", "H", "H", "H", "H", "H", "H", "C", "O", "N", "C", "C", "H", "H", "H", "H", "H", "H", "H", "C", "O", "N", "C", "C", "H", "H", "H", "H", "H", "H", "H", "C", "O", "N", "C", "C", "H", "H", "H", "H", "H", "H", "H"],
  "xyz": [[4.92500, -2.37831, -2.06423], [3.59761, -2.65449, -1.37191], [3.07687, -4.66539, -0.98301], [2.78530, -1.66158, -1.02211], [0.94600, -1.89223, -0.02576], [3.22115, -0.27307, -1.37242], [4.07527, 0.39687, -0.60875], [4.74446, -0.36040, 1.01422], [4.51340, 1.76368, -1.02231], [5.05843, 2.54844, -0.27259], [4.27929, 2.13908, -2.46567], [4.99565, 3.17821, -2.96357], [4.84305, 3.58138, -4.27837], [5.74899, 4.74775, -4.71809], [6.83842, 4.80503, -4.08891], [5.38911, 5.56155, -5.58021], [3.91521, 2.91620, -5.04215], [3.68070, 3.51047, -6.85693], [3.15691, 1.84952, -4.56963], [2.14036, 1.15367, -5.45136], [0.69943, 1.48757, -5.01744], [-0.17208, 0.70123, -5.32088], [0.43304, 2.68015, -4.27063], [-0.90558, 3.19000, -4.68996], [0.29292, 2.38384, -2.82084], [3.36174, 1.44644, -3.27104], [2.64278, 0.30265, -2.66103], [1.65323, -0.23834, -3.10493], [4.71395, -1.84651, -2.99999], [5.47064, -3.29803, -2.26995], [5.55060, -1.70553, -1.47445], [5.71498, 3.69724, -2.34288], [2.18831, 1.48918, -6.49046], [2.29180, 0.07428, -5.47286], [-1.00247, 3.23204, -5.77364], [-1.00223, 4.17616, -4.22979], [-1.66143, 2.53192, -4.23985], [-0.38037, 3.13286, -2.40228], [-0.20030, 1.41545, -2.66395], [1.23069, 2.48519, -2.28710], [-2.61528, -1.58312, 2.85934], [-2.30384, -1.12268, 1.77740], [-1.88783, -1.47205, 3.98524], [-2.32882, -2.05165, 5.24164], [-0.62723, -0.75081, 3.93332], [-3.55285, -2.14829, 3.00606], [-2.43768, -1.26094, 5.98837], [-1.58874, -2.77564, 5.58714], [-3.28137, -2.55612, 5.11600], [-0.80490, 0.27594, 3.60903], [0.03994, -1.22655, 3.21260], [-0.16052, -0.74842, 4.91557], [2.02700, 3.97971, -0.36863], [0.85241, 3.67333, -0.25710], [2.49659, 5.23643, -0.44187], [3.91492, 5.52214, -0.58053], [1.55283, 6.34102, -0.37923], [2.82386, 3.22122, -0.42285], [4.25275, 6.12286, 0.26834], [4.08749, 6.07922, -1.50314], [4.49075, 4.59829, -0.61253], [1.00587, 6.28833, 0.56156], [0.83777, 6.26171, -1.19953], [2.07984, 7.28948, -0.44558], [-5.32779, -4.32405, 5.15443], [-4.31857, -4.33117, 5.83916], [-5.52884, -5.08916, 4.06961], [-6.75787, -5.01683, 3.30731], [-4.47373, -6.01097, 3.65979], [-6.18127, -3.66138, 5.38111], [-7.24478, -5.99359, 3.30392], [-6.53446, -4.72571, 2.28090], [-7.43331, -4.28365, 3.74683], [-4.27237, -6.70575, 4.47748], [-3.56352, -5.44443, 3.45583], [-4.76249, -6.57056, 2.76273], [-6.69781, -7.04719, 0.45790], [-5.72781, -6.98999, 1.19329], [-6.80803, -7.85721, -0.60551], [-7.99214, -7.87574, -1.44228], [-5.70031, -8.74377, -0.92596], [-7.58814, -6.41450, 0.61639], [-8.43143, -8.87522, -1.43271], [-7.72049, -7.61368, -2.46643], [-8.72812, -7.16201, -1.07784], [-5.50819, -9.40825, -0.08296], [-4.80206, -8.15424, -1.11089], [-5.93831, -9.33259, -1.80810], [2.26001, 6.15835, 2.93321], [1.52063, 7.11405, 3.07610], [2.21144, 5.02523, 3.65666], [3.12772, 3.92457, 3.42381], [1.20836, 4.90424, 4.69873], [3.05470, 6.14414, 2.16966], [2.56354, 3.02891, 3.15551], [3.70288, 3.72802, 4.33154], [3.81505, 4.16407, 2.61424], [0.21366, 5.00420, 4.26243], [1.34391, 5.70078, 5.43216], [1.29616, 3.93756, 5.18899]],
  "lowdin_charge": [-0.127, -0.813, 0.801, -0.818, 0.915, -0.252, -0.503, 0.825, -0.365, 0.049, -0.085, 0.040, -0.121, -0.709, -0.061, -0.085, -0.465, 0.844, -0.176, -0.072, -0.434, 0.088, -0.125, -0.078, -0.060, -0.068, -0.269, 0.102, 0.092, 0.055, 0.058, 0.130, 0.059, 0.127, 0.087, 0.084, 0.085, 0.081, 0.105, 0.057, -0.358, -0.013, -0.194, -0.053, -0.041, 0.130, 0.091, 0.094, 0.045, 0.095, 0.061, 0.084, -0.343, 0.001, -0.170, -0.039, -0.035, 0.116, 0.078, 0.102, 0.057, 0.074, 0.093, 0.093, -0.363, -0.014, -0.178, -0.064, -0.031, 0.133, 0.087, 0.083, 0.082, 0.092, 0.092, 0.050, -0.331, -0.010, -0.193, -0.054, -0.033, 0.135, 0.090, 0.092, 0.083, 0.094, 0.097, 0.086, -0.365, 0.007, -0.188, -0.047, -0.042, 0.116, 0.092, 0.087, 0.084, 0.094, 0.090, 0.083]
}


Record 2
{
  "formula": "C33H47Cl2N2PSeTm",
  "method": "ωB97M-V with the def2-TZVPD basis set",
  "spin_multiplicity": 3,
  "orbital_gap_ev": [4.5, 4.4],
  "charge": -1,
  "total_energy_ev": -167176.2646,
  "s_squared": 2.003,
  "elements": ["P", "C", "C", "C", "C", "C", "C", "C", "C", "C", "C", "C", "C", "C", "C", "C", "C", "C", "C", "H", "H", "H", "H", "H", "H", "H", "H", "H", "H", "H", "H", "H", "H", "H", "H", "H", "H", "H", "H", "H", "H", "H", "H", "H", "H", "H", "H", "H", "H", "H", "H", "H", "Tm", "Cl", "Cl", "C", "H", "C", "C", "C", "C", "C", "C", "H", "H", "H", "H", "H", "C", "N", "C", "Se", "N", "C", "C", "C", "C", "C", "C", "H", "H", "H", "H", "H", "H", "H", "H"],
  "xyz": [[-0.15836, 1.43506, -1.87768], [-1.74043, 2.42780, -1.64427], [-2.21013, 3.38650, -2.75262], [-3.40209, 4.22801, -2.26852], [-4.56176, 3.33786, -1.80383], [-4.10203, 2.35233, -0.72169], [-2.90351, 1.52091, -1.20139], [-0.46767, 0.17668, -3.23520], [-1.21296, 0.60907, -4.50691], [-1.17704, -0.50309, -5.56730], [-1.76376, -1.80995, -5.01771], [-1.04889, -2.24031, -3.72997], [-1.07524, -1.12476, -2.67463], [0.91700, 2.68282, -2.77145], [1.17472, 3.88679, -1.84478], [2.09275, 4.92620, -2.50309], [3.42163, 4.29693, -2.93737], [3.17935, 3.09553, -3.85847], [2.25771, 2.05846, -3.19924], [-1.48158, 3.04920, -0.77137], [-2.51011, 2.81496, -3.63767], [-1.39580, 4.04911, -3.06462], [-3.73493, 4.90141, -3.06827], [-3.07560, 4.86333, -1.43236], [-5.39002, 3.95338, -1.43196], [-4.94750, 2.77256, -2.66480], [-3.81132, 2.91167, 0.17897], [-4.92785, 1.69026, -0.43329], [-2.56984, 0.83708, -0.41152], [-3.21915, 0.89963, -2.05027], [0.56351, -0.07535, -3.53081], [-0.13442, -0.67290, -5.87282], [-0.78484, 1.53275, -4.91329], [-2.25978, 0.82338, -4.25579], [-1.72421, -0.18680, -6.46425], [-1.69949, -2.60314, -5.77266], [-2.83210, -1.66079, -4.80373], [-1.50784, -3.15142, -3.32631], [-0.00260, -2.48666, -3.96272], [-0.52736, -1.43155, -1.77636], [-2.11340, -0.94610, -2.36697], [0.40098, 3.04074, -3.67445], [0.22854, 4.35885, -1.55713], [1.63893, 3.52149, -0.91748], [1.58631, 5.34757, -3.38358], [2.27116, 5.75802, -1.81054], [3.97041, 3.96269, -2.04523], [4.05181, 5.04164, -3.43885], [4.13176, 2.62522, -4.13221], [2.71614, 3.44423, -4.79291], [2.09023, 1.22868, -3.89475], [2.75253, 1.63595, -2.31322], [0.87239, -0.87867, 1.91356], [2.07389, -1.54693, 0.07473], [-0.48992, 0.83230, 2.60525], [0.28426, -2.41518, 2.72473], [0.86037, -2.95360, 3.48310], [-0.92924, -3.08806, 2.29078], [-1.10044, -4.45769, 2.58395], [-2.22605, -5.14536, 2.14354], [-3.21097, -4.47842, 1.41102], [-3.06574, -3.11701, 1.12723], [-1.94172, -2.42654, 1.56282], [-0.33031, -4.97458, 3.15166], [-2.33983, -6.20139, 2.37261], [-3.83891, -2.59247, 0.57305], [-1.85183, -1.35865, 1.37644], [-4.09274, -5.01403, 1.07110], [2.45075, 0.08780, 6.62492], [2.81372, -1.16657, 5.96607], [3.08113, -1.39588, 4.65014], [3.11610, -0.15752, 3.40924], [3.41012, -2.69194, 4.41685], [3.34933, -3.28324, 5.62398], [3.61722, -4.61054, 5.95575], [3.50708, -4.97945, 7.31123], [3.13530, -4.02548, 8.28651], [2.86912, -2.69336, 7.91708], [2.98859, -2.36052, 6.56585], [1.46670, -0.02676, 7.12565], [2.38193, 0.92232, 5.89902], [3.21906, 0.34356, 7.38515], [3.67679, -3.13042, 3.50777], [3.90786, -5.33155, 5.20339], [3.71313, -5.99933, 7.60997], [3.05969, -4.32000, 9.32556], [2.59129, -1.95679, 8.65964]],
  "lowdin_charge": [1.124, -0.451, -0.212, -0.205, -0.213, -0.198, -0.217, -0.451, -0.211, -0.207, -0.214, -0.197, -0.217, -0.481, -0.224, -0.207, -0.215, -0.208, -0.215, 0.104, 0.096, 0.091, 0.102, 0.113, 0.101, 0.110, 0.116, 0.107, 0.103, 0.098, 0.095, 0.111, 0.100, 0.098, 0.102, 0.101, 0.111, 0.110, 0.115, 0.084, 0.099, 0.097, 0.093, 0.120, 0.110, 0.104, 0.113, 0.101, 0.104, 0.110, 0.095, 0.120, -0.004, -0.130, -0.112, -0.475, -0.012, -0.365, -0.090, -0.136, -0.164, -0.127, -0.103, 0.091, 0.081, 0.086, 0.046, 0.070, -0.012, -0.053, -0.770, 0.728, 0.141, -0.224, 0.007, -0.087, -0.088, 0.002, -0.201, 0.109, 0.067, 0.102, 0.203, 0.110, 0.093, 0.092, 0.104]
}